Record 1
The following is a DFT calculation (ωB97M-V/def2-TZVPD) of a molecular structure, C27H35Cl3GeN6O6PReS2Te in a non-equilibrium geometry.

```
83
Properties=species:S:1:pos:R:3:mulliken_charge:R:1
Re 0.278 0.004 0.056 0.68
N -1.372 -0.715 -1.199 -0.22
C -0.901 -1.721 -2.141 0.20
C -1.692 -2.451 -2.962 -0.24
C -1.105 -3.323 -3.934 -0.99
C 0.234 -3.372 -4.103 -1.34
C 1.120 -2.581 -3.286 0.36
C 2.463 -2.551 -3.440 -1.82
C 3.353 -1.619 -2.664 2.59
C 2.542 -0.747 -1.676 -1.13
N 1.223 -1.150 -1.305 1.24
C 0.516 -1.786 -2.236 0.06
H -2.166 -1.053 -0.663 0.29
H -1.715 0.088 -1.732 0.39
H -2.771 -2.363 -2.909 0.57
H -1.758 -3.914 -4.560 0.44
H 0.672 -3.992 -4.875 0.53
H 2.951 -3.179 -4.179 0.48
H 4.555 -1.071 -4.150 0.56
H 3.135 -0.528 -0.784 0.44
N -4.077 6.881 -0.289 -0.44
C -3.580 5.725 0.192 1.08
C -3.033 5.658 1.490 -0.81
C -2.547 4.476 1.986 -0.59
C -2.586 3.331 1.189 0.19
C -3.094 3.377 -0.111 -0.45
C -3.593 4.556 -0.601 -0.92
S -2.030 1.833 1.854 0.78
O -2.226 1.732 3.261 -0.71
O -2.877 0.767 1.088 0.13
N -0.574 1.455 1.346 0.27
C 0.596 1.780 1.958 0.51
N 0.765 2.744 2.837 -0.48
C 2.011 2.929 3.269 -0.47
C 3.084 2.169 2.817 -0.77
C 2.811 1.180 1.892 -0.17
N 1.569 0.973 1.463 0.20
H -4.116 7.703 0.284 0.20
H -4.517 6.913 -1.191 0.20
H -3.019 6.550 2.102 0.34
H -2.136 4.419 2.986 0.49
H -3.109 2.485 -0.721 0.40
H -4.009 4.597 -1.599 0.33
H 2.148 3.722 3.994 0.46
H 4.088 2.341 3.171 0.47
H 3.590 0.542 1.492 0.51
O -0.175 -1.595 1.447 -0.75
S -0.047 -3.084 1.077 0.42
C -0.188 -3.943 2.679 -0.60
C 0.936 -4.968 2.665 -0.73
C 2.172 -4.188 2.226 -0.86
C 1.759 -3.427 0.967 0.10
H -1.180 -4.378 2.778 0.45
H -0.036 -3.177 3.441 0.25
H 0.716 -5.758 1.942 0.31
H 1.059 -5.428 3.644 0.41
H 3.018 -4.845 2.027 0.41
H 2.466 -3.490 3.012 0.35
H 1.908 -4.021 0.065 0.44
H 2.242 -2.458 0.848 -0.24
Cl -3.682 -1.686 2.877 -0.20
Ge -4.406 -0.027 1.823 0.56
Cl -5.274 -0.607 -0.006 -0.25
Cl -5.466 1.393 2.907 -0.14
C 5.188 2.533 -1.067 -1.18
C 3.741 2.826 -1.400 0.27
O 3.296 1.952 -2.456 -0.30
P 2.051 0.990 -2.390 -0.05
O 1.111 1.478 -1.255 -0.56
Te 0.837 0.832 -4.405 -0.27
O 3.923 -0.665 -3.544 -0.68
C 4.426 -2.484 -1.934 -0.46
C 5.835 -2.375 -2.513 -1.72
H 5.538 3.240 -0.315 0.40
H 5.809 2.636 -1.956 0.33
H 5.308 1.519 -0.680 0.21
H 3.633 3.845 -1.771 0.38
H 3.094 2.707 -0.529 -0.09
H 4.104 -3.529 -1.982 0.49
H 4.452 -2.207 -0.877 0.28
H 5.868 -2.699 -3.556 0.33
H 6.504 -3.024 -1.952 0.48
H 6.213 -1.356 -2.450 0.36
```

LUMO energy (spin up / spin down)   -6.24 / -6.26 eV
Net charge   +2
Highest occupied orbital energy (spin up / spin down)   -11.444 / -11.465 eV
Spin multiplicity   3
Relative energy (zero: lowest compared OMol25 entry of this formula, charge and spin)   277.67 kJ/mol

***

Record 2
The following is a DFT calculation (ωB97M-V/def2-TZVPD) of a molecular structure, C27H35Cl5F3N5O3Si2TeTl.

```
82
Properties=species:S:1:pos:R:3:mulliken_charge:R:1
Tl 0.047 -0.542 -0.281 0.42
N 3.049 -2.302 -1.000 0.21
C 2.421 -1.858 -2.140 0.58
C 2.727 -2.527 -3.337 -1.15
C 2.227 -2.058 -4.520 -0.19
C 1.430 -0.910 -4.524 -1.22
C 1.129 -0.350 -3.317 -0.88
N 1.581 -0.814 -2.129 -0.11
C 3.290 -1.657 0.211 0.72
C 4.173 -2.261 1.115 -0.84
C 4.521 -1.565 2.244 -0.46
C 4.009 -0.279 2.440 -0.82
C 3.122 0.207 1.514 -0.56
N 2.729 -0.481 0.423 -0.03
H 3.502 -3.195 -1.096 0.25
H 3.378 -3.391 -3.311 0.44
H 2.471 -2.560 -5.447 0.46
H 1.047 -0.487 -5.442 0.48
H 0.509 0.533 -3.256 1.26
H 4.577 -3.244 0.912 0.42
H 5.209 -2.001 2.958 0.45
H 4.291 0.318 3.295 0.47
H 2.700 1.198 1.621 0.60
Cl 0.218 2.567 0.810 0.01
C -0.036 1.423 2.092 0.75
C 0.048 0.071 1.824 -1.02
C -0.121 -0.827 2.863 0.68
Cl 0.073 -2.526 2.601 -0.09
C -0.418 -0.384 4.152 0.00
Cl -0.657 -1.518 5.419 -0.15
C -0.536 0.980 4.398 0.10
Cl -0.956 1.536 5.966 -0.16
C -0.322 1.895 3.368 -0.03
Cl -0.446 3.580 3.671 -0.13
C -3.921 -2.019 -2.423 -0.58
Si -2.839 -1.427 -3.810 0.09
C -3.800 -1.411 -5.395 -1.19
C -1.356 -2.537 -3.951 -0.41
C -2.207 0.362 -3.605 -1.04
Te -1.970 1.177 -1.634 0.22
C -4.076 1.121 -1.322 -0.82
Si -4.745 2.889 -1.123 0.30
C -3.684 3.830 0.087 -0.73
C -6.479 2.706 -0.498 -1.10
C -4.681 3.687 -2.798 -1.05
H -3.953 -3.112 -2.458 0.40
H -4.946 -1.653 -2.509 0.44
H -3.529 -1.746 -1.444 -0.13
H -4.219 -2.399 -5.611 0.33
H -3.167 -1.128 -6.242 0.33
H -4.631 -0.702 -5.342 0.35
H -1.680 -3.579 -4.038 0.43
H -0.703 -2.470 -3.074 -0.20
H -0.756 -2.298 -4.831 0.34
H -2.912 1.045 -4.087 0.68
H -1.256 0.465 -4.126 0.70
H -4.298 0.530 -0.437 0.27
H -4.484 0.631 -2.204 0.54
H -3.119 3.153 0.738 -0.04
H -4.302 4.473 0.720 0.41
H -2.964 4.468 -0.432 0.30
H -6.492 2.155 0.448 0.30
H -7.105 2.165 -1.213 0.33
H -6.939 3.684 -0.325 0.37
H -3.660 3.673 -3.195 0.29
H -4.993 4.734 -2.741 0.36
H -5.336 3.184 -3.516 0.32
N -3.327 -1.188 2.167 -0.24
C -3.184 0.155 2.084 0.06
N -3.782 0.906 3.050 -0.34
O -2.563 0.685 1.159 0.36
H -3.799 -1.630 2.934 0.18
H -2.829 -1.762 1.504 -0.06
H -4.173 0.502 3.882 0.19
H -3.614 1.896 3.035 0.23
F -2.588 -4.781 -0.671 -0.20
C -1.272 -4.660 -0.518 0.70
F -0.916 -5.285 0.609 -0.24
F -0.669 -5.252 -1.547 -0.22
C -0.845 -3.184 -0.426 -0.15
O 0.380 -2.943 -0.523 -0.51
O -1.734 -2.318 -0.251 -0.03
```

LUMO energy   -3.81 eV
Net charge   +1
Highest occupied orbital energy   -11.106 eV
Relative energy (zero: lowest compared OMol25 entry of this formula, charge and spin)   42.87 kJ/mol